# 1
Below is one molecule with the formula C3H2N2O2 at a distorted geometry, with properties calculated with wB97M-V/def2-TZVPD.

Element x y z (Å)
H -1.016 -1.642 -0.688
N -1.521 -0.812 -0.386
C -0.763 -0.020 0.219
C -1.233 1.278 0.668
N -1.545 2.328 1.036
O 0.551 -0.227 0.637
C 1.567 -0.285 -0.283
O 1.439 -0.281 -1.467
H 2.520 -0.340 0.264

Properties
- HOMO energy: -11.83 eV
- SMILES: [H]/N=C(/C#N)OC=O
- Energy: -10217.218 eV
- Frontier orbital gap: 0.42543 hartree
- 2S+1: 1
- Relative energy (zero: lowest compared OMol25 entry of this formula, charge and spin): 93.7 kJ/mol

***

# 2
Below is C17H22AsN2O8ReS as an isolated structure at a nearly force-free geometry, with properties calculated with wB97M-V/def2-TZVPD.

Element x y z (Å)
Re 0.596 -0.165 0.250
C 2.502 -0.521 -3.465
C 2.328 0.277 -2.222
O 2.124 -0.325 -1.130
N 2.414 1.590 -2.257
C 2.306 2.415 -1.052
C 0.878 2.801 -0.760
C 0.485 4.108 -0.983
C -0.831 4.486 -0.772
C -1.722 3.518 -0.355
C -1.269 2.229 -0.148
N 0.011 1.858 -0.331
H 3.321 -1.224 -3.310
H 2.704 0.092 -4.340
H 1.592 -1.104 -3.618
H 2.556 2.039 -3.148
H 2.894 3.314 -1.218
H 2.742 1.869 -0.220
H 1.220 4.827 -1.319
H -1.146 5.507 -0.937
H -2.765 3.734 -0.174
H -1.966 1.482 0.197
O -2.644 -1.610 2.884
As -2.697 -0.867 1.319
O -3.652 0.433 1.209
O -1.027 -0.387 1.133
C -3.084 -2.254 0.082
C -4.329 -2.214 -0.534
C -4.695 -3.234 -1.399
C -3.823 -4.287 -1.637
C -2.577 -4.332 -1.024
C -2.218 -3.307 -0.171
S 0.321 -2.847 -0.433
O -0.187 -1.630 -1.192
O -0.987 -3.307 0.470
O 1.132 -2.188 0.668
H -3.091 -1.047 3.531
H -4.997 -1.386 -0.332
H -5.662 -3.210 -1.881
H -4.114 -5.087 -2.304
H -1.895 -5.154 -1.195
C 3.836 0.668 2.434
C 2.415 0.149 2.490
C 1.715 0.451 3.799
O 1.667 0.801 1.434
H 4.438 0.203 3.215
H 3.851 1.749 2.587
H 4.298 0.438 1.472
H 2.402 -0.929 2.304
H 1.691 1.528 3.976
H 2.244 -0.025 4.624
H 0.692 0.073 3.784

Properties
- HOMO energy (spin up / spin down): -11.44 / -11.07 eV
- ⟨S²⟩: 0.7593
- Energy: -111145.706 eV
- Total charge: +1
- Frontier orbital gap (spin up / spin down): 0.28960 / 0.28594 hartree
- 2S+1: 2
- Relative energy (zero: lowest compared OMol25 entry of this formula, charge and spin): 0.2 kJ/mol

***

# 3
Below is C4H8INO3 as an isolated structure at a distorted geometry, with properties calculated with wB97M-V/def2-TZVPD.

Element x y z (Å)
C 0.476 -1.625 0.912
C 0.465 -0.901 -0.431
C 0.230 1.523 0.310
C -0.372 0.333 -0.547
N -1.725 -0.004 0.018
O -2.466 -0.499 -0.739
O -1.942 0.268 1.157
O 1.490 1.866 -0.154
I -0.549 0.624 -2.681
H 1.353 -2.125 0.902
H -0.375 -2.239 0.927
H 0.308 -0.933 1.703
H 0.048 -1.570 -1.228
H 1.561 -0.874 -0.771
H -0.340 2.557 0.312
H 0.301 1.367 1.374
H 1.537 2.232 -1.065

Properties
- HOMO energy: -9.98 eV
- Energy: -20006.732 eV
- Frontier orbital gap: 0.35727 hartree
- 2S+1: 1
- Relative energy (zero: lowest compared OMol25 entry of this formula, charge and spin): 340.4 kJ/mol

***

# 4
Below is C22H38P2W as an isolated structure at a distorted geometry, with properties calculated with wB97M-V/def2-TZVPD.

Element x y z (Å)
P -0.078 -1.934 -2.448
P 0.413 1.884 -2.205
C -0.308 -0.526 -3.674
C 0.751 0.583 -3.496
H -1.349 -0.150 -3.649
H -0.172 -0.979 -4.667
H 1.752 0.174 -3.297
H 0.810 1.149 -4.439
C -1.091 2.655 -3.013
H -1.510 3.456 -2.388
H -1.890 1.930 -3.179
H -0.817 3.104 -3.963
C 1.610 3.154 -2.718
H 1.297 3.468 -3.718
H 2.599 2.692 -2.768
H 1.591 4.007 -2.029
C -1.494 -3.057 -2.745
H -1.522 -3.838 -1.971
H -1.391 -3.551 -3.719
H -2.451 -2.509 -2.723
C 1.258 -2.816 -3.400
H 2.098 -2.119 -3.555
H 0.857 -3.124 -4.371
H 1.622 -3.704 -2.861
W 0.922 -0.233 1.202
C -0.234 2.713 -0.523
C -1.624 2.176 -0.433
C -1.660 0.806 -0.863
C -1.362 -1.024 0.236
C -0.704 -2.327 0.054
C 0.523 -2.506 -0.753
C 1.504 -1.293 -0.408
C 0.936 1.675 0.300
C 1.515 -1.568 2.620
H 0.017 3.782 -0.346
H -2.356 2.625 0.230
H -0.886 0.364 -1.631
H -2.672 0.544 -1.238
H -1.621 -0.580 1.259
H -2.389 -1.281 -0.190
H -1.121 -3.154 0.604
H 0.989 -3.491 -0.801
H 1.746 -0.657 -1.289
H 2.412 -1.652 0.174
H 1.497 2.241 1.059
H 1.719 1.544 -0.482
H 2.276 -1.020 3.201
H 1.947 -2.498 2.199
H 0.687 -1.843 3.306
C -0.216 0.897 2.591
C -0.305 0.669 4.101
C -1.520 0.293 4.707
C -1.489 -0.165 6.023
C -0.290 -0.156 6.760
C 0.880 0.379 6.177
C 0.836 0.870 4.876
H 0.268 1.876 2.500
H -1.222 1.021 2.180
H -2.459 0.358 4.155
H -2.407 -0.557 6.488
H -0.251 -0.568 7.761
H 1.816 0.406 6.735
H 1.710 1.385 4.453

Properties
- HOMO energy (spin up / spin down): -12.97 / -13.04 eV
- ⟨S²⟩: 2.4325
- Energy: -43802.344 eV
- Total charge: +2
- Frontier orbital gap (spin up / spin down): 0.19025 / 0.20356 hartree
- 2S+1: 3
- Relative energy (zero: lowest compared OMol25 entry of this formula, charge and spin): 209.0 kJ/mol

***

# 5
Below is a 8-piece molecular cluster, C23H67Br2O28P7 overall at a distorted geometry, with properties calculated with wB97M-V/def2-TZVPD.

Element x y z (Å)
C 1.187 -5.389 -0.950
O -0.202 -5.531 -0.708
P -1.129 -5.789 -1.934
O -0.450 -5.932 -3.235
O -2.246 -4.650 -1.857
C -1.976 -3.271 -1.944
O -1.941 -7.127 -1.560
C -2.610 -7.940 -2.486
H 1.652 -4.894 -0.094
H 1.415 -4.806 -1.933
H 1.606 -6.371 -1.089
H -1.109 -3.114 -2.616
H -1.606 -2.956 -0.964
H -2.851 -2.727 -2.295
H -2.731 -8.947 -1.981
H -1.986 -8.137 -3.372
H -3.546 -7.529 -2.758
C -6.681 -0.190 0.220
O -5.941 -0.880 -0.733
P -6.013 -0.419 -2.223
O -6.010 1.015 -2.399
O -7.347 -1.114 -2.811
C -7.678 -0.820 -4.201
O -4.796 -1.146 -2.912
C -3.498 -0.499 -2.841
H -6.682 0.847 0.062
H -6.232 -0.472 1.149
H -7.667 -0.642 0.223
H -7.499 0.245 -4.325
H -8.762 -1.052 -4.210
H -7.067 -1.421 -4.842
H -2.949 -1.030 -3.609
H -3.075 -0.620 -1.818
H -3.557 0.545 -3.048
C 3.203 1.635 -2.041
O 1.866 2.129 -2.365
P 0.924 2.845 -1.330
O 1.070 2.343 0.040
O -0.407 2.641 -2.207
C -1.620 3.170 -1.605
O 1.169 4.429 -1.401
C 0.964 5.259 -0.185
H 3.160 0.986 -1.128
H 4.025 2.359 -1.904
H 3.328 0.958 -2.910
H -1.609 2.927 -0.527
H -2.420 2.752 -2.224
H -1.788 4.288 -1.760
H 1.497 4.812 0.664
H -0.102 5.299 -0.004
H 1.328 6.254 -0.338
C 2.333 -4.172 -4.970
O 1.825 -3.489 -3.880
P 2.512 -2.108 -3.466
O 3.190 -1.364 -4.520
O 1.267 -1.345 -2.906
C 0.266 -0.827 -3.813
O 3.244 -2.588 -2.208
C 4.312 -1.920 -1.526
H 2.850 -3.497 -5.667
H 1.473 -4.606 -5.535
H 2.981 -4.964 -4.673
H 0.635 0.005 -4.421
H -0.528 -0.322 -3.232
H -0.136 -1.664 -4.388
H 5.003 -2.659 -1.184
H 3.991 -1.420 -0.571
H 4.849 -1.183 -2.159
C 0.898 3.030 3.662
O 0.870 2.257 4.928
P 1.451 0.728 4.825
O 0.948 -0.222 3.850
O 3.022 0.995 4.739
C 4.011 -0.114 4.660
O 1.140 0.198 6.309
C 1.517 1.000 7.483
H 0.089 3.691 3.849
H 0.768 2.398 2.773
H 1.844 3.541 3.496
H 3.913 -0.725 3.741
H 3.846 -0.788 5.487
H 5.007 0.288 4.680
H 0.792 1.853 7.639
H 2.504 1.420 7.264
H 1.589 0.346 8.281
C -5.984 3.996 -0.399
O -4.648 4.484 -0.343
P -4.066 5.038 1.073
O -2.853 5.826 0.812
O -3.955 3.709 2.038
C -2.810 2.841 1.779
O -5.307 5.798 1.622
C -5.524 5.871 3.042
H -6.009 3.097 -0.966
H -6.588 4.723 -0.910
H -6.565 3.847 0.531
H -2.880 2.372 0.798
H -2.827 2.097 2.605
H -1.921 3.400 1.887
H -5.547 4.884 3.507
H -6.494 6.309 3.224
H -4.693 6.438 3.404
C 8.058 1.695 1.039
O 7.195 0.939 1.902
P 6.213 -0.050 1.107
O 6.940 -0.736 0.023
O 4.866 0.745 0.681
C 3.932 1.357 1.629
O 5.666 -0.959 2.271
C 6.547 -1.948 2.988
H 7.491 2.438 0.566
H 8.423 1.041 0.272
H 8.897 2.073 1.634
H 3.822 0.647 2.491
H 3.025 1.557 1.010
H 4.324 2.300 2.038
H 7.099 -1.365 3.766
H 7.181 -2.444 2.271
H 5.877 -2.558 3.658
Br -1.570 -0.651 0.913
C 0.315 -1.146 0.749
C 0.701 -2.290 1.720
Br 2.599 -2.402 1.558
H 0.829 -0.239 0.915
H 0.419 -1.431 -0.289
H 0.351 -3.268 1.379
H 0.589 -2.128 2.775

Properties
- HOMO energy: -9.95 eV
- SMILES: COP(=O)(OC)OC.COP(=O)(OC)OC.COP(=O)(OC)OC.COP(=O)(OC)OC.COP(=O)(OC)OC.COP(=O)(OC)OC.COP(=O)(OC)OC.BrCCBr
- Energy: -287389.788 eV
- Frontier orbital gap: 0.38196 hartree
- 2S+1: 1
- Relative energy (zero: lowest compared OMol25 entry of this formula, charge and spin): 51.5 kJ/mol

***

# 6
Below is C4H5NO as an isolated structure at a distorted geometry, with properties calculated with wB97M-V/def2-TZVPD.

Element x y z (Å)
C -1.043 0.305 -0.060
C -0.244 -0.443 -1.040
O 1.026 -0.024 -1.224
C 1.525 0.366 -0.008
N 1.004 -0.057 1.090
C -0.282 -0.415 0.987
H -0.872 1.389 -0.045
H -2.093 0.042 -0.116
H -0.458 -1.436 -1.389
H 2.196 1.195 -0.022
H -0.759 -0.923 1.826

Properties
- HOMO energy: -7.90 eV
- Energy: -7763.622 eV
- Frontier orbital gap: 0.32942 hartree
- 2S+1: 1
- Relative energy (zero: lowest compared OMol25 entry of this formula, charge and spin): 280.3 kJ/mol

***

Q: What is the formula in the first record?
A: C3H2N2O2